DFT (ωB97M-V with the def2-TZVPD basis set) results for a single C2H4INS molecule at a distorted geometry.

Computed properties:
SMILES: CNC(=S)I
LUMO: -0.019 Ha
relative energy (zero: lowest compared OMol25 entry of this formula, charge and spin): 3.59 kJ/mol
strongest force on any atom: 2.04 eV/Å

```
9
Properties=species:S:1:pos:R:3:nbo_charge:R:1
C -0.06 0.17 -1.21 -0.421
H 0.20 -1.55 0.04 0.425
H 0.72 0.94 -1.29 0.220
H -1.03 0.68 -1.21 0.216
N 0.09 -0.55 0.05 -0.617
I 0.06 -1.07 3.21 -0.045
H 0.01 -0.52 -2.04 0.212
C 0.06 0.16 1.15 0.027
S -0.06 1.75 1.31 -0.019
```